1.
# C6H9N3O4

2 unconnected molecules or ions with the total composition C6H9N3O4 at a distorted geometry (ωB97M-V with the def2-TZVPD basis set, the OMol25 dataset).

```
22
Properties=species:S:1:pos:R:3:nbo_charge:R:1
C -0.0725 -1.6261 -3.4700 0.1260
C 2.3207 -0.8228 1.8125 0.7740
C 0.0965 1.1061 2.0315 -0.0171
C -0.7155 -0.2286 0.0917 0.1231
C -1.9455 0.5142 -0.1756 -0.6728
C 1.6946 0.0172 0.7104 -0.3558
N 0.9379 -1.2086 -3.1516 -0.3647
N -0.5312 -1.4271 -0.4999 0.4439
N 0.2819 0.3918 0.9434 -0.2175
O 2.5764 -2.0654 1.5757 -0.6271
O 2.4201 -0.3866 2.9370 -0.5840
O 0.4122 -2.2472 -0.1943 -0.5552
O -1.4399 -1.8100 -1.2893 -0.4863
H -0.9175 -1.9043 -4.0089 0.2230
H 0.9330 1.6802 2.4694 0.2332
H -0.9175 1.2732 2.3878 0.2110
H -2.5801 0.0813 -1.0982 0.2844
H -1.6906 1.5290 -0.4164 0.2155
H -2.6912 0.5330 0.5909 0.2161
H 1.6033 -0.5786 -0.2202 0.2712
H 2.3059 0.8708 0.6352 0.2378
H 2.2333 -2.3405 0.7311 0.5210
```

## Properties
**LUMO (spin up / spin down)**: -1.21 / -1.21 eV
**Gap between HOMO and LUMO (spin up / spin down)**: 0.266 / 0.266 Ha

2.
# C28H29FNORu

A molecular structure, C28H29FNORu at a distorted geometry (ωB97M-V with the def2-TZVPD basis set, the OMol25 dataset).

```
61
Properties=species:S:1:pos:R:3:nbo_charge:R:1
C 1.0228 1.4828 1.7742 -0.4398
C 0.4687 2.2663 0.6491 -0.2664
C -0.9392 2.1246 0.6824 -0.3188
H 1.0800 2.7371 -0.1359 0.2267
C -1.3044 1.2766 1.7720 -0.2292
C -0.1460 0.8466 2.4229 -0.3245
H -2.3403 1.0482 2.0527 0.2049
C 3.8774 -0.2959 0.2778 -0.2061
C 3.8006 1.0694 -0.1370 -0.2978
C 2.7845 1.1710 -1.1154 -0.1919
H 4.5334 1.8656 0.0513 0.2294
C 2.1150 -0.0912 -1.2425 -0.1996
C 2.8792 -1.0614 -0.4616 -0.3926
H -1.6299 2.5617 -0.0452 0.2249
H -0.1102 0.2321 3.3138 0.2427
H 1.9049 1.8353 2.3288 0.2574
H 2.8340 -2.1405 -0.6408 0.2587
H 2.5130 2.0621 -1.7094 0.2193
H 4.6315 -0.7343 0.9459 0.2323
Ru 1.1815 -0.4461 0.6950 1.1276
C 1.0362 -0.4345 -2.2223 -0.0219
C 1.3124 -1.8581 -2.8019 -0.6233
C 0.9682 0.5185 -3.4146 -0.5967
H 2.3480 -1.8110 -3.1792 0.2281
H 0.6839 -2.1365 -3.6643 0.2139
H 1.2697 -2.6812 -2.0703 0.2213
H 1.9560 0.5679 -3.8634 0.2205
H 0.6603 1.5015 -3.0606 0.2079
H 0.2148 0.1582 -4.1316 0.2123
C -0.3203 -0.1718 -1.4509 -0.6084
C -1.0131 -1.3941 -1.0188 0.7794
H -0.9568 0.4575 -2.0798 0.2686
H -0.1170 0.4880 -0.5183 0.2979
O -0.4524 -2.0671 -0.0961 -0.6237
N -2.3291 -1.5713 -1.4738 -0.6948
C -3.2513 -0.7572 -0.6389 -0.2354
H -2.6169 -2.5496 -1.6058 0.4036
C -3.5227 0.6528 -1.0533 -0.0653
C -4.1947 1.4166 -0.0985 -0.1526
H -4.5440 0.9332 0.8093 0.2032
C -4.4033 2.7797 -0.2682 -0.2184
H -4.9062 3.3556 0.5014 0.2199
C -3.9605 3.4188 -1.4260 -0.2211
H -4.1070 4.4920 -1.5720 0.2219
C -3.3458 2.6583 -2.4218 -0.2067
H -3.0283 3.1291 -3.3598 0.2178
C -3.1185 1.2759 -2.2459 -0.2228
H -2.6234 0.7016 -3.0358 0.2224
H -2.7743 -0.7131 0.3510 0.2137
H -4.1814 -1.3194 -0.4516 0.2317
F 2.0857 -3.8025 5.7032 -0.3436
C 1.9730 -3.0807 4.5411 0.3717
C 2.7122 -1.8896 4.4501 -0.2798
C 2.5356 -1.1018 3.3092 -0.2233
C 1.6431 -1.5324 2.3367 -0.3442
C 0.9443 -2.7408 2.4325 -0.2446
C 1.0819 -3.5256 3.5762 -0.2744
H 3.3789 -1.5497 5.2284 0.2252
H 3.0542 -0.1610 3.1615 0.2094
H 0.2621 -3.0262 1.6360 0.2286
H 0.4897 -4.4403 3.7088 0.2251
```

## Properties
**Spin multiplicity**: 6
**LUMO (spin up / spin down)**: 0.12 / -1.05 eV
**Gap between HOMO and LUMO (spin up / spin down)**: 0.214 / 0.238 Ha
**<S²>**: 8.79

3.
# C7H40NO12

13 unconnected molecules or ions with the total composition C7H40NO12 at a distorted geometry (ωB97M-V with the def2-TZVPD basis set, the OMol25 dataset).

```
60
Properties=species:S:1:pos:R:3:nbo_charge:R:1
C -2.0441 2.0013 -1.0111 -0.6784
C -1.9882 0.9784 0.0881 -0.0544
C -0.9925 -0.1371 -0.4243 -0.4475
C -0.4782 -1.0480 0.6677 -0.4279
C -0.9176 -2.6049 0.5495 -0.4199
C -0.0917 -3.4025 -0.4374 -0.1824
C 1.1242 -4.0585 0.0048 -0.3895
N -3.1480 0.2664 0.6478 -0.7428
H -0.9838 2.2300 -1.1445 0.2513
H -2.7496 2.8184 -0.8555 0.2259
H -2.1686 1.8755 -2.0390 0.2537
H -1.3479 1.4119 1.0533 0.2175
H -1.4144 -0.5005 -1.3253 0.2550
H -0.0553 0.4356 -0.7023 0.2173
H 0.6344 -1.0668 0.8269 0.2311
H -0.9655 -0.7265 1.6165 0.1997
H -0.9288 -2.9658 1.5995 0.2389
H -2.0544 -2.6647 0.1837 0.1565
H -0.5418 -3.5378 -1.3930 0.2092
H 1.4980 -4.8517 -0.5100 0.1959
H 1.4601 -3.9176 1.0245 0.1967
H -3.4918 -0.3554 -0.0828 0.4686
H -3.8155 1.0663 0.5671 0.4431
H -2.8800 -0.1575 1.6473 0.5153
H 4.4243 1.7648 0.2429 0.5210
H 4.1776 0.2532 -0.4345 0.4938
O 3.8620 1.1031 -0.2595 -1.0010
H 0.9020 -1.2419 3.2469 0.5051
H 0.7402 -2.1493 4.3247 0.4621
O 0.4012 -2.1613 3.5334 -0.9878
H 0.6558 3.7512 -0.9124 0.4511
H 1.0199 3.1447 -2.1783 0.4759
O 1.2455 3.2876 -1.2589 -0.9190
H -2.4699 -2.6916 3.3633 0.4748
H -1.2522 -1.9654 3.2872 0.4943
O -2.1684 -1.7847 3.2237 -0.9864
H 0.6644 1.9889 3.0185 0.4667
H 0.0940 3.3048 3.2623 0.4798
O -0.1743 2.3978 3.0391 -0.9351
H 0.4063 1.5634 0.8527 0.5255
H 1.9954 1.2594 0.2821 0.5156
O 1.4394 1.4923 0.9309 -0.9988
H 2.1957 3.6323 1.0150 0.4654
H 2.1087 3.7450 2.3612 0.4434
O 2.3938 4.2605 1.6417 -0.9096
H 2.0086 0.5934 2.1344 0.5032
H 2.5778 -0.7347 2.1881 0.4712
O 2.0497 -0.2549 2.7578 -0.9704
H -0.4735 -2.4351 -4.4965 0.4742
H -0.4487 -0.9509 -3.9838 0.4954
O -0.9062 -1.8226 -3.7842 -1.0123
H 0.0846 1.1893 -4.6665 0.4894
H 1.1828 0.2490 -4.0278 0.5121
O 0.2623 0.5125 -3.9313 -0.9691
H 3.4690 0.2112 -3.3968 0.4986
H 2.8808 1.6080 -2.7580 0.5063
O 2.6901 0.8428 -3.2983 -0.9875
H -3.2467 -2.2623 -1.3451 0.4914
H -3.0273 -1.4182 -2.6845 0.5132
O -3.4235 -1.3709 -1.8415 -0.9850
```

## Properties
**LUMO**: -2.54 eV
**Total charge**: +1
**Gap between HOMO and LUMO**: 0.325 Ha

E_tot in eV, matching the order above: -19022.17756, -38336.26692, -33957.08536
ΔE to the lowest compared entry with this formula, charge and spin in kJ/mol, matching the order above: 374.04, 0.00, 621.66